Density functional theory data (the ωB97M-V functional and the def2-TZVPD basis) for 2 unconnected molecules or ions with the total composition C7H16NO.

XYZ file:
```
25
C7H16NO, DFT the ωB97M-V functional and the def2-TZVPD basis
C -1.4736 -0.9350 -1.9220
C -1.3874 0.5235 -1.6063
C -0.6482 0.8199 -0.3169
C -1.2138 0.8328 0.8796
C -0.4294 1.1108 2.1026
C 0.4533 0.2452 2.5735
C 1.2806 0.4965 3.7867
N -0.1516 -1.4332 -2.5274
H -2.2365 -1.2615 -2.6374
H -1.6487 -1.6419 -1.1050
H -2.3867 0.8878 -1.4849
H -1.0674 1.1496 -2.4394
H 0.4318 0.9459 -0.4000
H -2.2875 0.7800 1.0172
H -0.7794 1.9220 2.7330
H 0.6436 -0.6751 2.0202
H 0.7062 0.8120 4.6662
H 2.0064 1.3123 3.6839
H 1.8535 -0.3671 4.1199
H 0.6730 -1.0689 -2.0244
H -0.1187 -1.0871 -3.4867
H -0.1719 -2.4494 -2.6158
H 2.7469 -1.0879 -1.6203
H 2.8861 0.4317 -1.5111
O 2.3195 -0.2632 -1.8851
```

Output
highest occupied orbital energy = -11.97 eV
spin multiplicity = 1
HOMO-LUMO gap = 8.643 eV
max |F| = 1.90 eV Å⁻¹
net charge = +1
relative energy (zero: lowest compared OMol25 entry of this formula, charge and spin) = 28.33 kcal per mole